[1]
C12H32N6Pt as an isolated structure. Source: OMol25; level of theory: ωB97M-V with the def2-TZVPD basis set.

Geometry (Å):
Pt -0.03 0.05 -0.04
N 2.09 -3.11 -1.73
C 2.48 -2.16 -2.87
C 1.27 -1.73 -3.70
C 0.53 -0.47 -3.25
N -0.44 -0.63 -2.11
C 1.49 0.69 -2.97
C 2.57 0.32 -1.98
N 2.02 0.35 -0.57
C 3.31 -0.97 -2.37
H 1.68 -3.97 -2.12
H 1.42 -2.70 -1.08
H 2.92 -3.40 -1.20
H 3.12 -2.79 -3.49
H 0.59 -2.57 -3.86
H 1.66 -1.50 -4.69
H -0.07 -0.17 -4.11
H -0.92 -1.53 -2.16
H -1.16 0.07 -2.26
H 0.92 1.55 -2.60
H 1.96 0.99 -3.90
H 3.33 1.10 -2.02
H 2.13 1.30 -0.24
H 2.61 -0.21 0.05
H 4.01 -1.29 -1.59
H 3.94 -0.68 -3.21
N -0.33 0.31 4.10
C -1.71 0.93 3.91
C -1.63 2.30 3.22
C -1.69 2.32 1.69
N -0.41 1.98 0.97
C -2.83 1.46 1.15
C -2.80 0.03 1.68
N -1.75 -0.77 0.92
C -2.69 -0.02 3.21
H 0.25 0.91 4.71
H 0.18 0.17 3.23
H -0.41 -0.59 4.58
H -2.05 1.08 4.93
H -0.78 2.88 3.60
H -2.51 2.85 3.55
H -1.93 3.35 1.42
H 0.39 2.36 1.46
H -0.45 2.50 0.09
H -2.82 1.46 0.06
H -3.78 1.91 1.45
H -3.76 -0.43 1.45
H -2.23 -1.15 0.11
H -1.49 -1.59 1.47
H -2.55 -1.05 3.57
H -3.68 0.26 3.57

Output
Energy above the lowest of the compared OMol25 structures with the same formula, charge and spin   2.3055 eV
HOMO level   -22.5135 eV
Calculated total energy   -25110.8590 eV
Charge   +4

Results of the Löwdin charge analysis, in e, for atoms 1 through 4:
1. Pt 1.05
2. N 0.25
3. C -0.23
4. C -0.06



[2]
A 2-piece molecular cluster, H4NOPS overall. Source: OMol25; level of theory: ωB97M-V with the def2-TZVPD basis set.

Geometry (Å):
N 1.56 -0.44 0.00
O -0.90 1.54 -0.42
P -0.67 0.44 0.80
S -1.57 -1.27 -0.16
H 1.70 0.25 -0.70
H 2.34 -0.37 0.56
H -1.80 1.59 -0.71
H -0.65 -1.75 0.62

Output
Energy above the lowest of the compared OMol25 structures with the same formula, charge and spin   3.0511 eV
HOMO level (spin up / spin down)   -8.4407 / -8.5486 eV
Calculated total energy   -23724.5252 eV

Results of the Löwdin charge analysis, in e, for atoms 1 through 4:
1. N -0.10
2. O -0.46
3. P 0.65
4. S 0.34



[3]
C22H23BrF3N5O2S4V as an isolated structure. Source: OMol25; level of theory: ωB97M-V with the def2-TZVPD basis set.

Geometry (Å):
V -0.42 0.52 -0.12
C -0.96 -2.86 1.67
C 0.54 -2.96 1.81
S 1.49 -2.58 0.33
C 1.12 -3.94 -0.82
C 0.39 -3.49 -2.08
S -1.34 -3.12 -1.71
C -1.81 -2.05 -3.07
C -3.00 -1.17 -2.70
S -2.73 0.18 -1.48
C -3.76 -0.34 -0.09
C -3.21 -1.51 0.71
S -1.55 -1.16 1.35
H -1.45 -3.15 2.60
H -1.34 -3.48 0.86
H 0.78 -3.97 2.17
H 0.92 -2.28 2.58
H 0.58 -4.72 -0.29
H 2.08 -4.37 -1.10
H 0.45 -4.29 -2.82
H 0.86 -2.60 -2.50
H -2.11 -2.64 -3.94
H -0.96 -1.44 -3.38
H -3.82 -1.77 -2.31
H -3.37 -0.66 -3.59
H -4.75 -0.59 -0.47
H -3.88 0.54 0.54
H -3.13 -2.41 0.10
H -3.86 -1.72 1.56
Br 0.69 3.98 1.12
C 0.92 3.48 -0.68
C 1.44 4.45 -1.54
C 1.71 4.12 -2.85
C 1.47 2.82 -3.27
C 0.95 1.93 -2.36
N 0.64 2.24 -1.09
C 0.73 0.51 -2.70
O 0.89 -0.04 -3.74
O 0.33 -0.18 -1.58
H 1.64 5.44 -1.15
H 2.11 4.86 -3.53
H 1.69 2.48 -4.28
N -1.53 1.79 0.57
C -2.34 2.69 0.59
N -3.11 3.60 0.54
C -4.07 4.36 1.00
N -4.92 5.03 1.38
F 4.11 1.99 4.89
C 4.24 0.87 4.18
F 4.15 -0.17 5.01
F 5.44 0.86 3.61
C 3.14 0.79 3.14
C 1.82 0.91 3.55
C 0.82 0.81 2.60
N 1.10 0.59 1.30
C 2.37 0.48 0.91
C 3.43 0.57 1.80
H 1.56 1.09 4.58
H -0.22 0.92 2.86
H 2.54 0.30 -0.14
H 4.44 0.47 1.45

Output
Energy above the lowest of the compared OMol25 structures with the same formula, charge and spin   0.1560 eV
HOMO level (spin up / spin down)   -14.0926 / -14.0916 eV
Calculated total energy   -181943.0950 eV
Charge   +2
2S+1   2
Expectation value of S²   0.770

Results of the Löwdin charge analysis, in e, for atoms 1 through 4:
1. V 0.78
2. C -0.45
3. C -0.51
4. S 0.90



[4]
A 9-piece molecular cluster, C23H40F4O17 overall. Source: OMol25; level of theory: ωB97M-V with the def2-TZVPD basis set.

Geometry (Å):
O 5.15 -3.29 -2.63
C 4.61 -2.27 -2.18
O 3.39 -1.86 -2.49
C 3.13 -0.63 -1.84
C 4.55 -0.15 -1.57
F 4.72 0.49 -0.43
O 5.11 -1.38 -1.34
H 2.27 -0.18 -2.33
H 2.81 -0.68 -0.80
H 4.93 0.44 -2.40
O 1.17 0.71 5.23
C 1.82 1.25 4.31
O 2.37 2.41 4.40
C 2.84 2.90 3.16
C 2.11 1.99 2.19
F 2.71 1.60 1.09
O 1.79 0.85 3.04
H 2.75 3.96 2.93
H 3.89 2.66 3.03
H 1.25 2.60 1.92
O 0.71 -2.53 -3.45
C -0.18 -3.33 -3.34
O -0.03 -4.64 -3.52
C -1.05 -5.32 -2.87
C -2.22 -4.28 -2.86
F -2.91 -4.45 -1.69
O -1.42 -3.08 -2.80
H -1.41 -6.26 -3.29
H -0.71 -5.53 -1.86
H -2.83 -4.39 -3.76
O -0.38 -3.57 0.56
C 0.78 -3.78 0.86
O 1.83 -3.08 0.38
C 3.05 -3.49 0.91
C 2.55 -4.33 2.16
F 2.61 -3.51 3.28
O 1.24 -4.56 1.85
H 3.42 -4.21 0.17
H 3.75 -2.71 1.17
H 3.16 -5.22 2.31
C -3.02 3.32 -3.54
C -3.02 4.04 -2.18
C -1.55 4.42 -2.15
O -0.88 3.34 -2.73
C -1.75 2.47 -3.46
H -2.91 4.11 -4.30
H -3.99 2.82 -3.60
H -3.24 3.35 -1.37
H -3.74 4.86 -2.13
H -1.19 4.62 -1.14
H -1.41 5.34 -2.71
H -1.96 1.52 -2.95
H -1.26 2.08 -4.35
C -2.06 2.71 4.44
C -2.59 1.58 3.67
C -2.83 2.30 2.28
O -2.00 3.55 2.31
C -1.29 3.61 3.56
H -1.32 2.44 5.19
H -2.85 3.09 5.09
H -3.49 1.22 4.17
H -1.96 0.70 3.57
H -3.86 2.63 2.16
H -2.48 1.70 1.45
H -1.27 4.60 4.01
H -0.27 3.27 3.33
C 1.76 2.73 -1.73
O 2.06 2.57 -3.07
H 1.23 1.80 -1.52
H 2.55 2.58 -0.99
H 1.11 3.57 -1.48
H 1.55 3.23 -3.55
C -0.78 -0.47 -0.53
O 0.50 -0.40 0.06
H -1.47 0.27 -0.12
H -0.64 -0.33 -1.60
H -1.23 -1.45 -0.38
H 0.38 -0.47 1.00
C -3.50 -4.02 1.39
O -4.37 -2.95 1.60
H -3.15 -4.56 2.27
H -3.72 -4.71 0.58
H -2.56 -3.54 1.13
H -4.92 -2.74 0.84

Output
Energy above the lowest of the compared OMol25 structures with the same formula, charge and spin   0.0000 eV
HOMO level   -9.6032 eV
Calculated total energy   -70171.8388 eV
SMILES string   O=C1OC[C@@H](F)O1.O=C1OC[C@@H](F)O1.O=C1OC[C@@H](F)O1.O=C1OC[C@@H](F)O1.C1CCOC1.C1CCOC1.CO.CO.CO

Results of the Löwdin charge analysis, in e, for atoms 1 through 4:
1. O 0.11
2. C -0.55
3. O 0.09
4. C -0.05



[5]
C21H40Cl3CoN4O3SSi as an isolated structure. Source: OMol25; level of theory: ωB97M-V with the def2-TZVPD basis set.

Geometry (Å):
C 2.46 -2.18 -2.76
C 1.82 -1.46 -3.90
H 2.42 -3.26 -2.92
H 1.96 -1.95 -1.81
H 3.51 -1.89 -2.66
C 1.65 -1.98 -5.12
C 2.13 -3.34 -5.51
H 1.17 -1.41 -5.92
H 1.92 -4.08 -4.73
H 3.21 -3.36 -5.71
H 1.62 -3.65 -6.43
Co 0.07 0.09 3.21
Cl 1.05 1.12 4.94
Cl 1.51 -1.24 2.24
C -0.24 2.58 2.27
O -0.95 1.54 2.44
N -0.76 3.67 1.74
C -2.18 3.73 1.42
C 0.13 4.71 1.26
H 0.83 2.60 2.54
H -2.77 3.31 2.24
H -2.41 3.16 0.50
H -2.43 4.79 1.28
H 1.06 4.63 1.81
H -0.33 5.69 1.43
H 0.36 4.59 0.19
H 0.09 -4.81 3.34
H -0.27 -2.98 1.27
C -0.92 -4.51 3.67
C -1.29 -3.11 1.65
N -1.27 -3.21 3.10
H -0.95 -4.47 4.76
C -1.64 -2.19 3.87
O -1.57 -0.98 3.52
H -1.91 -2.25 1.36
H -2.05 -2.45 4.86
H -1.62 -5.27 3.30
H -1.71 -4.03 1.25
O 0.18 -0.30 -2.71
C 1.30 -0.07 -3.55
C -0.20 0.70 -5.49
C 0.98 0.81 -4.76
H -0.97 0.00 -5.16
C -0.36 1.46 -6.65
H 2.09 0.42 -2.96
C 1.99 1.69 -5.17
H -1.29 1.38 -7.22
C 0.66 2.32 -7.09
C 1.84 2.42 -6.35
H 2.89 1.75 -4.56
H 0.53 2.91 -8.00
H 2.65 3.07 -6.68
Si -0.78 0.55 -1.65
Cl 0.51 -2.57 6.28
C -2.54 0.17 -2.16
C -0.49 2.38 -1.88
C -0.39 -0.15 0.00
H -2.68 0.43 -3.22
H -3.24 0.76 -1.56
H -2.76 -0.90 -2.03
H -0.32 -1.24 -0.03
H -1.15 0.13 0.74
H 0.59 0.19 0.36
H -0.49 2.61 -2.96
H 0.48 2.70 -1.47
H -1.29 2.96 -1.41
N 0.55 0.61 8.12
C -0.13 -0.51 8.36
N -0.23 -0.97 9.61
S -0.99 -1.38 7.12
H 1.07 1.03 8.88
H 0.73 0.90 7.15
H -0.72 -1.85 9.75
H 0.29 -0.56 10.38

Output
Energy above the lowest of the compared OMol25 structures with the same formula, charge and spin   0.0000 eV
HOMO level (spin up / spin down)   -5.5549 / -8.0125 eV
Calculated total energy   -128439.8268 eV
2S+1   5
Expectation value of S²   6.011

Results of the Löwdin charge analysis, in e, for atoms 1 through 4:
1. C -0.03
2. C -0.23
3. H 0.07
4. H 0.08



[6]
C42H49BN6S3W as an isolated structure. Source: OMol25; level of theory: ωB97M-V with the def2-TZVPD basis set.

Geometry (Å):
W 0.20 2.61 1.43
C -4.38 0.12 1.93
C -3.19 -0.27 1.10
C -3.08 -1.53 0.57
C -1.96 -1.89 -0.21
N -1.00 -1.02 -0.42
N -1.10 0.20 0.09
B 0.02 1.23 -0.21
N 1.34 0.65 -0.76
N 1.25 0.09 -1.97
C 2.32 -0.40 -2.53
C 3.55 -0.43 -1.83
C 3.66 0.18 -0.61
C 4.95 0.25 0.14
C 2.50 0.81 -0.09
S 2.61 1.80 1.30
C 2.17 -0.89 -3.97
C 1.11 -2.00 -4.01
C 1.69 0.31 -4.82
C 3.48 -1.41 -4.54
N -0.56 2.25 -1.28
N -1.46 1.69 -2.08
C -2.00 2.39 -3.05
C -1.61 3.73 -3.26
C -0.72 4.33 -2.41
C -0.31 5.76 -2.56
C -0.19 3.54 -1.36
S 0.92 4.22 -0.20
C -3.01 1.65 -3.91
C -2.24 0.59 -4.72
C -4.03 0.95 -3.00
C -3.75 2.60 -4.86
C -2.14 0.62 0.82
S -2.18 2.27 1.43
C -1.84 -3.23 -0.90
C -2.35 -3.02 -2.34
C -2.71 -4.30 -0.22
C -0.38 -3.70 -0.92
H -4.80 -0.75 2.42
H -5.15 0.56 1.29
H -4.12 0.87 2.68
H -3.85 -2.26 0.77
H 4.41 -0.91 -2.26
H 5.68 -0.44 -0.29
H 4.81 0.01 1.19
H 5.36 1.26 0.10
H 0.17 -1.64 -3.60
H 1.44 -2.87 -3.44
H 0.95 -2.31 -5.05
H 0.76 0.71 -4.42
H 1.53 -0.02 -5.84
H 2.44 1.10 -4.83
H 3.85 -2.28 -3.99
H 4.26 -0.65 -4.55
H 3.32 -1.72 -5.57
H -2.03 4.30 -4.08
H -0.72 6.19 -3.46
H 0.78 5.85 -2.59
H -0.65 6.34 -1.70
H -1.64 -0.03 -4.06
H -1.58 1.06 -5.45
H -2.94 -0.04 -5.26
H -3.52 0.30 -2.28
H -4.71 0.35 -3.60
H -4.62 1.68 -2.45
H -3.07 3.05 -5.59
H -4.26 3.39 -4.31
H -4.50 2.03 -5.41
H -3.37 -2.63 -2.35
H -2.34 -3.97 -2.88
H -1.71 -2.31 -2.87
H -3.77 -4.11 -0.36
H -2.49 -4.37 0.85
H -2.49 -5.27 -0.67
H 0.29 -2.88 -1.17
H -0.26 -4.49 -1.66
H -0.10 -4.11 0.05
C 0.54 1.70 3.22
C 0.87 1.04 4.21
C 1.30 0.27 5.27
C 2.55 0.64 5.89
C 3.35 -0.32 6.54
C 4.57 0.04 7.07
C 5.02 1.35 6.97
C 4.24 2.31 6.32
C 3.02 1.96 5.79
C 0.52 -0.89 5.66
C -0.26 -1.55 4.69
C -0.96 -2.69 5.03
C -0.90 -3.18 6.33
C -0.17 -2.51 7.30
C 0.54 -1.37 6.97
H 3.05 -1.36 6.57
H 5.19 -0.70 7.57
H 5.98 1.63 7.38
H 4.59 3.33 6.24
H 2.40 2.71 5.32
H -0.28 -1.16 3.68
H -1.55 -3.21 4.28
H -1.44 -4.08 6.59
H -0.16 -2.88 8.32
H 1.06 -0.82 7.74

Output
Energy above the lowest of the compared OMol25 structures with the same formula, charge and spin   0.0000 eV
HOMO level (spin up / spin down)   -12.4351 / -13.1369 eV
Calculated total energy   -88284.4904 eV
Charge   +2
2S+1   3
Expectation value of S²   2.034

Results of the Löwdin charge analysis, in e, for atoms 1 through 4:
1. W 0.88
2. C -0.04
3. C -0.23
4. C 0.09



[7]
C26H31N3O6PPdS3Te as an isolated structure. Source: OMol25; level of theory: ωB97M-V with the def2-TZVPD basis set.

Geometry (Å):
Pd -1.46 0.06 -0.17
C 1.07 5.72 -0.06
C 0.78 4.47 -0.87
O 1.13 3.34 -0.09
P 0.08 2.06 -0.02
S -1.62 2.80 0.72
S 0.08 1.20 -1.80
O 0.95 1.23 1.04
C 1.10 1.70 2.39
C 1.86 0.66 3.17
H 0.92 6.62 -0.68
H 2.11 5.71 0.29
H 0.41 5.77 0.80
H 1.36 4.46 -1.80
H -0.28 4.44 -1.13
H 0.11 1.88 2.82
H 1.64 2.65 2.37
H 1.24 -0.22 3.32
H 2.15 1.07 4.15
H 2.77 0.37 2.63
Te -3.45 -0.41 1.35
C -5.20 0.44 0.50
C -6.42 -0.23 0.55
C -7.57 0.35 0.03
C -7.53 1.62 -0.53
C -6.31 2.29 -0.59
C -5.16 1.71 -0.09
H -6.47 -1.22 1.00
H -8.51 -0.19 0.07
H -8.43 2.08 -0.92
H -6.27 3.28 -1.02
H -4.21 2.23 -0.15
N -3.03 -4.25 -6.31
C -2.84 -3.62 -5.35
C -2.62 -2.87 -4.19
C -2.04 -3.44 -3.00
C -1.82 -2.65 -1.90
N -2.12 -1.33 -1.84
C -2.69 -0.78 -2.95
C -2.96 -1.48 -4.10
H -1.76 -4.48 -2.98
H -1.37 -3.07 -1.01
H -2.94 0.27 -2.88
H -3.42 -0.98 -4.94
C 5.00 2.41 0.28
C 4.72 0.93 0.27
C 5.49 0.05 1.03
C 5.22 -1.32 1.01
C 4.17 -1.79 0.24
C 3.38 -0.92 -0.51
C 3.67 0.43 -0.49
S 3.87 -3.53 0.18
O 4.76 -4.14 1.13
O 3.94 -3.92 -1.20
N 2.34 -3.81 0.69
C 2.07 -3.56 2.13
C 0.58 -3.36 2.34
C -0.01 -2.12 1.65
O -0.72 -1.38 2.38
O 0.26 -1.95 0.43
H 5.68 2.69 1.09
H 4.07 2.96 0.40
H 5.45 2.73 -0.66
H 6.30 0.43 1.64
H 5.80 -2.02 1.59
H 2.53 -1.29 -1.08
H 3.06 1.11 -1.07
H 1.67 -3.24 0.15
H 2.62 -2.68 2.50
H 2.42 -4.42 2.68
H 0.36 -3.28 3.40
H 0.06 -4.24 1.93

Output
Energy above the lowest of the compared OMol25 structures with the same formula, charge and spin   0.8971 eV
HOMO level (spin up / spin down)   0.2389 / -2.6417 eV
Calculated total energy   -96791.7950 eV
Charge   -2
2S+1   4
Expectation value of S²   3.778

Results of the Löwdin charge analysis, in e, for atoms 1 through 4:
1. Pd 0.17
2. C -0.09
3. C -0.37
4. O -0.39



[8]
A 2-piece molecular cluster, C3H7O3 overall. Source: OMol25; level of theory: ωB97M-V with the def2-TZVPD basis set.

Geometry (Å):
C -1.18 -1.07 0.62
C -1.11 0.22 -0.23
O -0.59 1.23 0.30
O -1.57 0.12 -1.39
H -1.02 -0.83 1.68
H -0.47 -1.82 0.30
H -2.19 -1.50 0.56
C 2.12 -0.17 -0.45
O 1.89 0.00 0.94
H 1.02 0.44 1.03
H 2.37 0.78 -0.93
H 1.27 -0.64 -0.95
H 2.97 -0.85 -0.55

Output
Energy above the lowest of the compared OMol25 structures with the same formula, charge and spin   0.6673 eV
HOMO level   -4.2430 eV
Calculated total energy   -9368.4910 eV
Charge   -1

Results of the Löwdin charge analysis, in e, for atoms 1 through 4:
1. C -0.06
2. C -0.80
3. O -0.11
4. O -0.09